72
Properties=species:S:1:pos:R:3:forces:R:3 method="wB97M-V/def2-TZVPD" charge=-1 spin_multiplicity=1 e_homo_ev=-3.472 total_energy_ev=-91443.295 homo_lumo_gap_ev=5.36 relative_energy_kj_mol=98.8
Ba 13.781 -13.380 -13.241 -0.21 0.60 -0.16
C 13.224 -11.819 -10.173 1.14 -1.47 0.91
O 12.543 -11.706 -11.383 -0.27 0.54 -0.50
C 12.352 -10.373 -11.812 -2.72 -0.44 -0.26
C 11.628 -10.470 -13.178 1.75 2.11 0.90
O 12.462 -10.954 -14.176 0.60 -0.15 -0.54
C 13.581 -10.130 -14.577 -0.64 -0.70 0.79
C 13.975 -10.701 -15.871 -0.58 0.82 -1.77
O 14.436 -12.009 -15.682 0.76 -1.29 -0.43
C 15.795 -12.295 -16.096 0.33 1.37 0.22
H 13.857 -12.721 -10.271 -0.52 0.02 0.47
H 12.578 -11.864 -9.291 -0.32 -0.07 -0.20
H 14.001 -11.101 -9.990 0.14 0.97 -0.33
H 13.290 -9.877 -11.908 0.78 0.59 0.15
H 11.632 -9.856 -11.110 0.89 -0.21 -0.42
H 11.239 -9.478 -13.452 0.12 0.12 0.04
H 10.806 -11.102 -13.122 -1.42 -1.41 0.23
H 14.410 -10.281 -13.896 0.17 0.43 0.49
H 13.291 -9.095 -14.697 -0.17 0.44 0.18
H 14.726 -10.030 -16.352 -0.33 -0.61 0.15
H 13.006 -10.690 -16.466 1.28 -0.33 0.08
H 16.471 -11.628 -15.529 -0.15 -0.01 -0.42
H 15.949 -12.185 -17.193 -0.31 -0.03 0.63
H 16.127 -13.273 -15.769 -0.59 -0.39 -0.02
C 2.651 -22.667 -12.657 -0.46 -0.49 -0.24
O 3.265 -21.797 -11.709 0.80 0.53 -0.95
C 4.274 -20.835 -12.047 -1.33 -3.22 0.03
C 4.988 -20.445 -10.972 -0.22 1.15 1.26
C 6.024 -19.545 -11.153 0.07 0.20 1.53
C 6.405 -19.036 -12.352 -0.26 -0.78 -2.95
C 5.691 -19.560 -13.475 0.38 0.88 0.27
C 4.676 -20.476 -13.309 -0.95 0.50 -1.34
N 7.479 -18.089 -12.488 -1.42 -1.33 1.67
N 7.666 -17.706 -13.644 0.37 1.25 -0.42
C 8.644 -16.717 -13.750 0.89 0.96 -1.04
C 8.651 -16.001 -14.964 0.64 0.03 1.30
C 9.660 -15.041 -15.187 -2.57 0.53 -3.00
C 10.707 -14.672 -14.372 -0.25 -0.63 0.42
O 11.568 -13.823 -14.721 0.57 0.06 0.51
C 10.666 -15.374 -13.104 0.34 -0.03 1.62
N 11.667 -15.058 -12.215 0.01 -0.97 0.09
C 11.767 -15.715 -11.065 -0.87 0.37 -0.24
C 10.772 -16.637 -10.680 0.37 -0.42 1.47
C 9.749 -16.928 -11.500 0.51 -0.32 -1.19
C 9.650 -16.326 -12.775 -0.47 -0.57 -0.56
H 2.036 -23.357 -12.043 -0.08 0.81 -0.34
H 3.229 -23.404 -13.261 0.82 0.88 0.57
H 2.057 -22.127 -13.414 -0.10 -0.03 0.51
H 4.570 -20.665 -9.983 0.61 -0.18 -0.31
H 6.498 -19.186 -10.271 0.56 0.32 0.63
H 5.852 -19.159 -14.476 0.31 -0.19 0.31
H 4.073 -20.739 -14.187 0.35 -0.20 0.36
H 7.770 -16.190 -15.602 0.91 0.25 -0.09
H 9.584 -14.385 -16.093 0.03 -0.87 0.62
H 12.618 -15.485 -10.441 0.12 0.08 0.12
H 10.634 -17.259 -9.765 1.41 1.01 -0.30
H 9.221 -17.803 -11.198 -0.96 0.20 -0.24
S 18.056 -12.997 -13.123 0.26 -0.08 -0.33
C 16.719 -12.661 -12.157 0.25 0.14 -0.33
S 16.013 -11.084 -12.169 -0.27 -0.16 0.03
S 16.033 -13.943 -11.232 -0.25 -0.39 0.46
Cl 13.714 -18.093 -17.510 -0.29 -0.35 -0.53
C 14.663 -17.275 -16.347 0.17 -0.55 0.00
C 15.923 -17.709 -16.013 1.13 -1.25 -1.90
C 16.685 -16.973 -15.126 -1.55 -0.86 1.00
C 16.023 -15.977 -14.397 -0.24 1.57 -0.56
N 14.768 -15.548 -14.700 1.31 -1.72 -0.77
C 14.138 -16.218 -15.693 0.05 1.83 1.67
H 16.318 -18.593 -16.625 -0.36 1.30 1.27
H 17.593 -17.417 -14.794 0.90 0.38 0.09
H 16.516 -15.319 -13.671 0.20 -0.63 0.12
H 13.190 -15.803 -15.902 -1.16 0.10 -0.48


76
Properties=species:S:1:pos:R:3:forces:R:3 method="wB97M-V/def2-TZVPD" charge=+1 spin_multiplicity=1 e_homo_ev=-9.974 total_energy_ev=-107575.087 homo_lumo_gap_ev=7.95 relative_energy_kj_mol=0.0
Pb -0.317 -1.167 0.106 -0.08 -0.15 -0.12
C -3.644 -1.642 1.104 -0.03 -0.03 -0.01
N -2.903 -0.515 0.574 0.06 0.06 0.05
C -3.022 0.709 1.355 0.00 0.01 0.00
C -1.800 1.552 1.183 0.02 -0.01 0.02
N -0.617 1.066 0.905 0.02 0.05 0.00
C 0.241 2.160 0.793 0.01 0.04 0.00
C 1.594 2.228 0.468 -0.03 -0.01 -0.01
C 2.159 3.485 0.380 0.00 -0.01 -0.01
C 1.410 4.649 0.613 -0.01 0.00 -0.01
C 0.072 4.592 0.947 -0.01 -0.01 0.00
C -0.491 3.324 1.030 0.02 0.01 0.04
N -1.781 2.894 1.306 0.01 0.00 -0.01
C -2.780 -2.389 2.081 0.01 0.00 -0.03
N -1.472 -2.360 2.059 -0.01 0.09 0.07
C -1.050 -3.226 3.068 0.01 -0.02 0.03
C 0.233 -3.578 3.482 -0.01 0.01 -0.01
C 0.336 -4.470 4.529 0.00 0.00 0.01
C -0.799 -5.006 5.156 -0.01 0.01 -0.01
C -2.076 -4.667 4.754 0.01 0.00 0.00
C -2.171 -3.769 3.698 -0.02 0.00 0.00
N -3.261 -3.210 3.042 0.01 0.00 0.02
H -4.587 -1.353 1.585 0.00 -0.01 -0.02
H -3.902 -2.313 0.282 0.00 0.00 0.01
H -3.054 -0.330 -0.415 -0.03 0.04 0.01
H -3.907 1.293 1.083 -0.01 0.00 0.02
H -3.114 0.445 2.413 0.02 -0.01 -0.01
H 2.167 1.325 0.312 0.02 -0.01 0.00
H 3.207 3.578 0.129 0.01 0.01 0.00
H 1.894 5.612 0.530 0.00 0.00 -0.01
H -0.507 5.488 1.123 0.00 0.01 0.00
H -2.588 3.480 1.436 -0.01 0.00 -0.03
H 1.117 -3.168 3.010 0.02 -0.01 -0.01
H 1.317 -4.761 4.879 0.00 0.00 0.00
H -0.671 -5.700 5.975 0.00 0.00 0.00
H -2.951 -5.079 5.237 0.00 -0.01 0.01
H -4.232 -3.379 3.244 0.00 0.00 -0.01
Cl -1.378 5.149 -2.675 0.01 0.01 0.01
C -0.713 3.564 -2.725 -0.01 -0.06 0.04
C 0.586 3.380 -3.203 0.02 0.02 0.01
Cl 1.535 4.710 -3.738 0.02 0.00 0.02
C 1.097 2.086 -3.240 -0.04 0.04 0.01
Cl 2.688 1.767 -3.835 0.04 0.00 0.01
C 0.334 1.035 -2.787 0.00 -0.04 -0.03
O 0.890 -0.252 -2.764 -0.01 0.09 -0.05
C -0.964 1.166 -2.258 0.07 0.03 0.29
O -1.579 0.159 -1.751 -0.07 -0.10 -0.29
C -1.468 2.486 -2.279 -0.11 0.06 -0.05
Cl -3.097 2.711 -1.732 0.03 -0.03 -0.01
C 1.661 -0.143 3.528 0.05 0.03 -0.01
C 2.236 -0.982 2.409 -0.12 -0.19 0.06
O 3.199 -1.718 2.580 0.04 0.05 -0.01
O 1.623 -0.896 1.263 0.07 0.14 -0.11
H 2.142 -0.383 4.472 0.01 0.01 0.00
H 0.585 -0.310 3.600 0.01 0.00 -0.01
H 1.814 0.913 3.296 -0.02 0.02 0.01
C -1.105 -1.709 -5.303 -0.04 -0.04 -0.03
O -0.478 -0.724 -4.457 0.02 0.01 0.12
C 0.357 -1.190 -3.564 -0.12 -0.05 -0.12
O 0.708 -2.345 -3.442 0.03 0.00 0.02
H -1.922 -1.188 -5.789 0.01 0.00 0.00
H -1.471 -2.537 -4.701 -0.02 0.02 0.00
H -0.390 -2.073 -6.037 0.02 0.01 0.01
N 3.297 -1.813 -2.675 0.15 -0.05 -0.07
C 4.317 -2.816 -2.232 0.03 0.02 0.03
C 4.248 -2.898 -0.717 -0.02 0.04 0.06
N 2.875 -3.144 -0.298 0.09 -0.02 -0.01
H 3.485 -1.445 -3.607 0.01 0.02 0.03
H 3.256 -1.025 -2.027 -0.04 0.01 -0.03
H 2.343 -2.226 -2.699 -0.04 0.03 0.08
H 5.298 -2.496 -2.581 -0.01 0.02 -0.01
H 4.057 -3.760 -2.708 0.02 -0.01 0.01
H 4.563 -1.934 -0.305 0.02 -0.01 0.03
H 4.976 -3.631 -0.363 -0.01 -0.04 -0.03
H 2.703 -2.616 0.555 -0.09 -0.05 0.04
H 2.723 -4.124 -0.096 0.00 -0.01 -0.03


72
Properties=species:S:1:pos:R:3:forces:R:3 method="wB97M-V/def2-TZVPD" charge=-1 spin_multiplicity=1 e_homo_ev=-7.282 total_energy_ev=-68340.054 homo_lumo_gap_ev=8.28
C -3.477 2.455 4.466 -0.38 0.20 -0.29
C -3.303 3.462 3.333 0.30 0.08 0.36
O -1.990 3.362 2.807 -0.14 0.05 -0.24
C -1.923 3.451 1.384 -0.35 -0.21 0.42
C -2.303 2.124 0.736 0.63 -0.18 -0.52
C -1.284 1.030 0.987 -0.23 0.23 0.03
C -1.647 0.063 1.920 0.46 -0.06 -0.16
C -0.813 -0.992 2.239 0.13 0.07 -0.11
C -1.188 -2.009 3.250 0.19 0.13 0.36
C -0.666 -1.937 4.536 -0.33 -0.36 -0.28
C -1.033 -2.929 5.421 0.35 0.04 0.64
C -1.883 -3.951 5.039 0.03 0.32 -0.30
N -2.409 -4.021 3.817 0.15 -0.05 0.24
C -2.044 -3.064 2.968 -0.22 0.10 -0.42
C 0.436 -1.082 1.621 0.45 -0.13 -0.25
O 1.218 -2.144 1.992 -0.32 0.20 -0.12
C 1.382 -3.220 1.063 0.24 -0.49 0.12
C 0.407 -3.261 -0.086 0.11 -0.63 -0.49
N 0.582 -4.535 -0.818 -0.10 0.56 0.24
C -0.423 -4.670 -1.871 0.46 -0.58 -0.30
C 0.073 -4.313 -3.284 -0.83 0.65 -0.32
C -1.117 -3.920 -4.189 0.09 -0.25 0.10
O 1.044 -3.274 -3.261 0.27 -0.24 -0.01
C 0.852 -0.118 0.685 -0.64 0.18 0.11
C -0.029 0.946 0.354 -0.10 -0.55 0.51
C 0.379 1.930 -0.693 0.33 -0.33 -0.06
O -0.320 2.855 -1.020 -0.75 0.60 0.01
C 1.670 1.752 -1.380 0.65 0.06 -0.53
C 2.015 2.626 -2.415 0.31 -0.27 -0.03
C 3.237 2.466 -3.058 0.12 -0.04 -0.12
C 4.137 1.473 -2.680 -0.49 -0.23 0.52
C 3.796 0.599 -1.655 -0.25 0.34 -0.13
C 2.559 0.741 -1.023 -0.15 0.03 0.05
C 2.197 -0.217 0.043 -0.02 0.36 -0.12
O 2.998 -1.055 0.377 0.46 -0.59 0.31
H -4.511 2.114 4.494 -0.07 -0.07 0.11
H -3.249 2.895 5.430 0.20 -0.04 0.14
H -2.835 1.603 4.282 0.11 -0.17 0.07
H -4.056 3.313 2.561 -0.01 -0.14 -0.19
H -3.442 4.473 3.725 -0.09 0.13 -0.08
H -0.907 3.726 1.153 0.23 0.04 -0.15
H -2.584 4.234 1.008 -0.03 0.15 0.05
H -2.373 2.262 -0.339 -0.16 0.21 -0.06
H -3.275 1.784 1.086 -0.11 0.02 0.18
H -2.600 0.141 2.418 -0.18 0.00 0.01
H 0.005 -1.142 4.820 0.10 0.10 0.02
H -0.637 -2.924 6.427 0.00 -0.01 0.09
H -2.131 -4.720 5.755 -0.18 -0.19 -0.05
H -2.465 -3.120 1.972 -0.10 -0.10 -0.10
H 2.399 -3.233 0.678 0.14 0.27 -0.01
H 1.264 -4.137 1.637 -0.16 -0.04 0.14
H 0.556 -2.434 -0.783 -0.11 0.36 0.17
H -0.614 -3.255 0.279 -0.26 0.21 0.14
H 1.485 -4.456 -1.276 0.03 -0.18 -0.01
H -1.318 -4.090 -1.658 0.02 0.21 0.29
H -0.737 -5.716 -1.913 -0.22 -0.07 0.00
H 0.550 -5.168 -3.754 0.41 -0.08 0.22
H -1.176 -4.554 -5.069 -0.04 -0.02 -0.13
H -1.008 -2.896 -4.534 0.08 0.15 -0.06
H -2.070 -3.980 -3.667 -0.09 -0.09 0.06
H 0.592 -2.437 -3.123 -0.01 0.11 0.02
H 1.352 3.414 -2.735 -0.10 0.08 0.08
H 3.513 3.120 -3.870 -0.13 0.23 -0.03
H 5.090 1.383 -3.175 0.11 0.01 -0.11
H 4.448 -0.190 -1.318 0.11 -0.09 -0.02
F 3.867 6.816 -3.489 0.23 0.42 -0.63
P 2.802 6.203 -4.588 -0.19 0.25 0.04
F 3.066 6.347 -6.207 0.81 0.12 0.16
F 3.995 5.047 -4.660 -0.34 -0.46 0.46
F 1.803 4.951 -5.029 -0.33 0.41 -0.39
F 2.348 7.774 -4.807 -0.72 -0.29 -0.02
F 1.723 6.229 -3.333 0.59 -0.49 0.38